Density functional theory data (ωB97M-V/def2-TZVPD) for 2 unconnected molecules or ions with the total composition C2H2N2S.

Its SMILES is N#[N+][S-].C#C. As for the spin multiplicity: 1. Its energy above the lowest of the compared OMol25 structures with the same formula, charge and spin is 303.3 kJ/mol.

Atoms and positions in Å:
N -1.7754 1.2205 -2.5655
N -1.7430 0.2531 -3.1473
S -1.5573 -1.1037 -3.7387
C -0.5419 0.1818 -0.2308
C 0.6315 0.0281 -0.0736
H -1.5221 0.4449 -0.5501
H 1.7259 0.0241 0.1286

---

Density functional theory data (ωB97M-V/def2-TZVPD) for 2 unconnected molecules or ions with the total composition C2H2N3O.

As for the spin multiplicity: 1. As for the charge: +1. Its energy above the lowest of the compared OMol25 structures with the same formula, charge and spin is 542.3 kJ/mol.

Atoms and positions in Å:
C 1.3526 -0.2895 2.3214
C 1.3626 0.0587 0.0276
N 0.7958 -0.6473 3.2479
N 1.7910 -0.1465 1.1424
N -1.8743 0.2788 -1.8223
O 1.1201 0.2812 -1.0687
H -2.5016 0.5847 -1.1523
H -2.0461 -0.1201 -2.6961

---

Density functional theory data (ωB97M-V/def2-TZVPD) for a gas-phase ion, C2H2N3O (charge +1).

Its SMILES is N#C[N+](N)=C=O. As for the spin multiplicity: 1. As for the charge: +1. Its energy above the lowest of the compared OMol25 structures with the same formula, charge and spin is 246.7 kJ/mol.

Atoms and positions in Å:
N 2.6212 -2.1177 -0.1567
C 2.0857 -1.1239 -0.0328
N 1.4865 0.1321 0.0856
N 0.0512 0.3827 0.1011
C 2.5221 0.8896 0.1557
O 3.4256 1.5517 0.2071
H -0.3715 -0.1465 -0.6715
H -0.3177 -0.0107 0.9718

---

Density functional theory data (ωB97M-V/def2-TZVPD) for 3 unconnected molecules or ions with the total composition C2H2N3O3S.

As for the spin multiplicity: 1. As for the charge: -1. Its energy above the lowest of the compared OMol25 structures with the same formula, charge and spin is 173.5 kJ/mol.

Atoms and positions in Å:
C 2.7769 0.8609 -1.9491
C -0.3356 3.3264 0.7271
N 3.6945 1.2367 -2.5757
N 0.6299 1.0089 -0.9889
N 1.8137 0.2234 -1.4534
O 0.6984 2.2841 -0.9037
O 0.5728 3.1172 1.3985
O -1.2641 3.7232 0.1809
S -1.4213 -0.9813 0.5184
H -0.3382 -0.7689 -0.2727
H -1.9071 0.2525 0.3985